C39H90N14O11PS | ωB97M-V/def2-TZVPD

The geometry in XYZ format:
```
156
Properties=species:S:1:pos:R:3
C 1.715 -3.253 3.297
C 2.429 -1.819 2.818
O 2.303 -0.819 3.733
N 3.177 -1.759 1.530
C 4.607 -1.294 1.656
C 2.444 -1.167 0.360
C 1.136 -0.254 0.790
C -0.270 -1.080 0.941
C -1.162 -0.227 2.072
C -2.238 -1.274 2.805
N -3.643 -1.044 2.289
C -4.144 -2.186 1.426
N -5.511 -2.399 1.383
N -3.267 -3.085 0.565
P 1.810 -2.740 -0.609
S 0.745 -2.304 -2.175
H 0.565 -3.286 3.087
H 2.314 -4.109 2.768
H 1.824 -3.270 4.486
H 4.797 -0.649 2.629
H 4.949 -0.736 0.685
H 5.267 -2.277 1.796
H 0.968 0.480 -0.139
H 1.360 0.493 1.693
H -0.178 -2.160 1.379
H -0.915 -1.021 -0.055
H -1.745 0.671 1.582
H -0.463 0.151 2.960
H -1.881 -2.409 2.711
H -2.276 -1.080 3.983
H -4.254 -1.054 3.134
H -6.006 -1.692 1.990
H -2.759 -2.480 -0.134
H -3.897 -3.684 -0.018
H 1.162 -3.641 0.330
H 3.012 -3.450 -1.065
C -8.542 0.294 3.614
O -7.774 -0.616 3.899
N -8.341 1.229 2.621
C -9.301 2.277 2.346
C -7.132 1.163 1.826
H -9.492 0.437 4.155
H -9.643 2.181 1.311
H -8.815 3.248 2.483
H -10.162 2.209 3.016
H -7.090 0.193 1.322
H -6.266 1.254 2.488
H -7.113 1.965 1.083
C -6.870 3.079 -1.793
O -7.014 3.505 -0.654
N -7.850 2.474 -2.551
C -7.597 1.997 -3.894
C -9.174 2.310 -1.988
H -5.903 3.153 -2.317
H -8.268 2.515 -4.586
H -7.792 0.921 -3.929
H -6.562 2.184 -4.191
H -9.575 3.295 -1.730
H -9.102 1.709 -1.077
H -9.839 1.818 -2.702
C 6.353 2.651 2.019
O 6.239 1.465 1.736
N 5.622 3.318 2.979
C 5.818 4.725 3.255
C 4.626 2.589 3.737
H 7.081 3.298 1.504
H 6.112 4.844 4.301
H 4.878 5.255 3.075
H 6.596 5.148 2.613
H 5.114 1.765 4.267
H 3.886 2.175 3.046
H 4.130 3.247 4.456
C 6.301 -4.710 -1.481
O 5.435 -5.568 -1.369
N 7.246 -4.398 -0.527
C 8.240 -3.367 -0.737
C 7.245 -5.122 0.727
H 6.392 -4.100 -2.394
H 9.235 -3.815 -0.666
H 8.125 -2.601 0.035
H 8.125 -2.904 -1.721
H 7.383 -6.188 0.523
H 6.279 -4.981 1.220
H 8.047 -4.766 1.380
C 9.163 4.207 -1.018
O 9.015 4.372 0.186
N 9.682 3.076 -1.613
C 9.826 2.960 -3.049
C 10.097 1.969 -0.777
H 8.880 4.986 -1.745
H 9.238 2.104 -3.395
H 10.881 2.802 -3.287
H 9.475 3.864 -3.555
H 9.239 1.621 -0.195
H 10.873 2.315 -0.088
H 10.485 1.149 -1.387
C -9.215 -2.489 -1.864
O -9.472 -1.515 -1.168
N -8.355 -3.512 -1.523
C -8.104 -4.632 -2.404
C -7.680 -3.465 -0.242
H -9.673 -2.625 -2.857
H -8.394 -5.555 -1.894
H -7.036 -4.663 -2.642
H -8.675 -4.540 -3.332
H -8.429 -3.440 0.555
H -7.079 -2.552 -0.189
H -7.035 -4.338 -0.113
C 8.863 -2.356 -4.564
O 8.715 -2.191 -3.360
N 9.382 -3.486 -5.159
C 9.526 -3.603 -6.595
C 9.797 -4.594 -4.323
H 8.580 -1.577 -5.291
H 8.938 -4.458 -6.941
H 10.581 -3.761 -6.833
H 9.175 -2.699 -7.101
H 8.939 -4.941 -3.741
H 10.573 -4.248 -3.634
H 10.185 -5.414 -4.933
C -3.215 -2.579 -5.927
O -3.472 -1.605 -5.232
N -2.355 -3.602 -5.586
C -2.104 -4.722 -6.468
C -1.680 -3.555 -4.305
H -3.673 -2.715 -6.921
H -2.394 -5.645 -5.958
H -1.036 -4.753 -6.706
H -2.675 -4.630 -7.395
H -2.429 -3.530 -3.509
H -1.079 -2.642 -4.253
H -1.035 -4.428 -4.177
C 4.694 7.144 0.733
O 4.708 7.750 1.797
N 3.565 6.825 0.010
C 3.633 6.104 -1.244
C 2.268 7.223 0.517
H 5.625 6.795 0.257
H 3.194 6.723 -2.032
H 3.065 5.174 -1.148
H 4.667 5.868 -1.507
H 2.246 8.312 0.623
H 2.117 6.771 1.502
H 1.473 6.903 -0.161
C -9.029 4.508 5.436
O -8.713 4.213 4.290
N -8.884 3.696 6.540
C -9.283 4.120 7.865
C -8.314 2.375 6.371
H -9.471 5.489 5.677
H -8.408 4.100 8.522
H -10.042 3.431 8.244
H -9.694 5.133 7.848
H -7.309 2.472 5.950
H -8.935 1.806 5.673
H -8.262 1.851 7.330
```

Output
LUMO   0.0639 Ha
Net charge   -1
Frontier orbital gap   0.175 Eh

Atomic partial charges in e from the Löwdin method, atoms 1 to 4: atom 1 (C): -0.050, atom 2 (C): -0.303, atom 3 (O): -0.119, atom 4 (N): -0.281